{
  "formula": "C60H150N10",
  "method": "wB97M-V/def2-TZVPD",
  "charge": 0,
  "multiplicity": 1,
  "smiles": "CCN(CC)CC.CCN(CC)CC.CCN(CC)CC.CCN(CC)CC.CCN(CC)CC.CCN(CC)CC.CCN(CC)CC.CCN(CC)CC.CCN(CC)CC.CCN(CC)CC",
  "e_tot_ha": -2923.24632,
  "orbital_gap_ha": 0.3125,
  "relative_energy_ev": 6.1154,
  "symbols": ["C", "C", "N", "C", "C", "C", "C", "H", "H", "H", "H", "H", "H", "H", "H", "H", "H", "H", "H", "H", "H", "H", "C", "C", "N", "C", "C", "C", "C", "H", "H", "H", "H", "H", "H", "H", "H", "H", "H", "H", "H", "H", "H", "H", "C", "C", "N", "C", "C", "C", "C", "H", "H", "H", "H", "H", "H", "H", "H", "H", "H", "H", "H", "H", "H", "H", "C", "C", "N", "C", "C", "C", "C", "H", "H", "H", "H", "H", "H", "H", "H", "H", "H", "H", "H", "H", "H", "H", "C", "C", "N", "C", "C", "C", "C", "H", "H", "H", "H", "H", "H", "H", "H", "H", "H", "H", "H", "H", "H", "H", "C", "C", "N", "C", "C", "C", "C", "H", "H", "H", "H", "H", "H", "H", "H", "H", "H", "H", "H", "H", "H", "H", "C", "C", "N", "C", "C", "C", "C", "H", "H", "H", "H", "H", "H", "H", "H", "H", "H", "H", "H", "H", "H", "H", "C", "C", "N", "C", "C", "C", "C", "H", "H", "H", "H", "H", "H", "H", "H", "H", "H", "H", "H", "H", "H", "H", "C", "C", "N", "C", "C", "C", "C", "H", "H", "H", "H", "H", "H", "H", "H", "H", "H", "H", "H", "H", "H", "H", "C", "C", "N", "C", "C", "C", "C", "H", "H", "H", "H", "H", "H", "H", "H", "H", "H", "H", "H", "H", "H", "H"],
  "coordinates": [[-10.921653, 3.111040, -8.758828], [-10.603887, 1.878530, -7.896658], [-9.174140, 1.551153, -7.712757], [-8.528410, 2.516542, -6.849358], [-8.898976, 2.467748, -5.380214], [-8.483497, 1.213036, -8.973282], [-7.711260, -0.159908, -8.845877], [-10.433334, 3.997320, -8.353676], [-11.984592, 3.349581, -8.721788], [-10.580848, 3.051155, -9.792445], [-11.094208, 2.029284, -6.934911], [-11.177568, 1.058408, -8.328386], [-7.457203, 2.315664, -6.832816], [-8.597454, 3.522250, -7.263955], [-8.025815, 2.570627, -4.735945], [-9.632674, 3.224635, -5.102878], [-9.230776, 1.455992, -5.147080], [-7.814198, 2.037361, -9.219501], [-9.129389, 1.125252, -9.846901], [-7.250240, -0.340035, -9.817010], [-8.229684, -1.064919, -8.529206], [-6.876432, 0.033384, -8.172218], [-2.703310, -6.220358, -8.927044], [-4.111065, -6.073528, -8.248580], [-4.595570, -4.773044, -8.610613], [-3.982122, -3.658005, -7.773522], [-4.099785, -2.241192, -8.442725], [-6.072761, -4.643551, -8.565760], [-6.620063, -5.200449, -9.891410], [-2.518312, -7.294227, -8.953004], [-1.928408, -5.675102, -8.388223], [-2.790183, -5.895050, -9.963741], [-4.731148, -6.888340, -8.622325], [-4.163839, -6.167580, -7.163931], [-4.283595, -3.742311, -6.729434], [-2.918539, -3.880430, -7.859617], [-3.420821, -1.542315, -7.954185], [-3.864352, -2.048756, -9.489451], [-5.040324, -1.720775, -8.262048], [-6.409960, -3.607034, -8.570919], [-6.505913, -5.202884, -7.736523], [-6.628823, -6.284357, -10.006169], [-6.019367, -4.768316, -10.691741], [-7.666494, -4.920274, -10.012129], [-4.990533, -4.887222, -15.582520], [-4.157004, -5.238557, -14.368148], [-3.070593, -4.264085, -14.117293], [-2.057001, -4.892380, -13.245644], [-1.214480, -6.114534, -13.734093], [-3.525886, -2.948174, -13.667195], [-2.475614, -1.935738, -13.735111], [-5.420363, -5.760857, -16.072544], [-4.528374, -4.395439, -16.438476], [-5.817998, -4.226476, -15.324038], [-4.678667, -5.444492, -13.433503], [-3.819827, -6.245819, -14.612742], [-1.302569, -4.116568, -13.115114], [-2.579699, -5.191697, -12.337182], [-0.669334, -5.899903, -14.653260], [-0.464921, -6.329887, -12.972594], [-1.811759, -7.018762, -13.851309], [-3.945895, -2.923362, -12.661674], [-4.369042, -2.720435, -14.319358], [-1.938829, -1.869186, -14.681444], [-1.613764, -2.243455, -13.142985], [-2.818774, -0.972205, -13.358339], [-7.414799, 0.344011, -20.343242], [-6.558912, -0.804905, -19.751613], [-7.218623, -1.449980, -18.601212], [-7.025928, -0.895915, -17.292563], [-5.578400, -0.826139, -16.726053], [-7.019163, -2.884518, -18.501150], [-7.396719, -3.697693, -19.748498], [-8.425141, 0.023488, -20.597356], [-7.017743, 0.543732, -21.338502], [-7.634796, 1.170854, -19.667939], [-6.246850, -1.492460, -20.537730], [-5.545418, -0.517599, -19.471653], [-7.835407, -1.307355, -16.689615], [-7.208246, 0.155334, -17.515582], [-5.179244, 0.160414, -16.961669], [-4.925396, -1.618844, -17.091161], [-5.625341, -0.859624, -15.637583], [-5.964500, -3.138507, -18.394932], [-7.593042, -3.298817, -17.672220], [-6.892357, -3.506512, -20.695697], [-7.057103, -4.719544, -19.579411], [-8.480935, -3.807445, -19.771662], [-13.137389, -3.482927, -17.240982], [-12.658052, -4.724237, -18.010938], [-12.144143, -5.902175, -17.252035], [-11.081740, -5.581832, -16.232146], [-9.849214, -4.829720, -16.769439], [-13.245185, -6.684178, -16.612975], [-12.961124, -8.217876, -16.580178], [-13.446656, -2.652018, -17.875055], [-12.300609, -3.153537, -16.625033], [-14.023677, -3.719642, -16.652286], [-13.330836, -5.043636, -18.806825], [-11.722194, -4.417655, -18.478134], [-11.535775, -4.948425, -15.470080], [-10.740697, -6.573510, -15.934864], [-9.325919, -5.404764, -17.533376], [-10.094532, -3.897186, -17.277656], [-9.044194, -4.635146, -16.060788], [-14.103393, -6.321139, -17.178466], [-13.300628, -6.273795, -15.604707], [-12.011935, -8.397298, -16.075255], [-12.967725, -8.716061, -17.549648], [-13.767383, -8.686468, -16.015833], [-12.157240, -1.516083, -11.911702], [-10.818656, -0.979246, -12.388315], [-10.084293, -1.918198, -13.238722], [-10.592838, -1.983772, -14.629304], [-10.605515, -0.662621, -15.476093], [-8.628386, -1.897840, -13.091901], [-7.967507, -3.363576, -13.238600], [-12.090604, -2.447591, -11.349604], [-12.955955, -1.664772, -12.638356], [-12.397929, -0.801818, -11.124310], [-10.947108, -0.016371, -12.882764], [-10.214391, -0.806619, -11.497716], [-10.066479, -2.782582, -15.151750], [-11.630022, -2.318342, -14.649540], [-10.624164, -0.821747, -16.554252], [-11.583425, -0.211372, -15.308255], [-9.780231, 0.020498, -15.275178], [-8.396680, -1.589674, -12.072365], [-8.114466, -1.179209, -13.730299], [-6.884210, -3.355208, -13.358975], [-8.356671, -4.004993, -14.029324], [-8.261203, -3.896322, -12.334158], [-13.163423, -5.105084, -8.414033], [-13.235267, -3.672961, -8.934983], [-14.331917, -2.902105, -8.261709], [-13.867428, -1.557682, -7.934276], [-12.883684, -1.651169, -6.759805], [-15.507800, -2.743538, -9.116811], [-15.959817, -4.038070, -9.889572], [-14.047576, -5.730587, -8.536974], [-13.058227, -4.964962, -7.338208], [-12.223369, -5.526313, -8.770354], [-12.209706, -3.303774, -8.931149], [-13.337709, -3.708644, -10.019575], [-13.420364, -0.926081, -8.701933], [-14.639082, -0.967626, -7.439839], [-11.940566, -2.130589, -7.022052], [-12.688385, -0.673158, -6.319973], [-13.437807, -2.221943, -6.014645], [-15.345818, -1.857433, -9.730560], [-16.346925, -2.596372, -8.436872], [-15.759329, -4.997625, -9.412968], [-15.445301, -4.033092, -10.850488], [-17.036589, -4.207320, -9.894671], [-6.238285, 1.183122, -12.134358], [-5.352708, 2.413454, -11.726751], [-5.041919, 3.398257, -12.765148], [-6.277048, 4.004182, -13.392559], [-7.291377, 4.673111, -12.432402], [-3.977072, 3.027445, -13.707426], [-2.581458, 2.857916, -13.066479], [-5.821666, 0.833345, -13.078913], [-7.272046, 1.492855, -12.287660], [-6.226579, 0.313175, -11.477728], [-5.900661, 2.950435, -10.952481], [-4.460458, 2.112658, -11.177639], [-6.756890, 3.215788, -13.972457], [-5.926682, 4.698345, -14.156420], [-8.180919, 4.858306, -13.034488], [-6.887968, 5.643599, -12.143382], [-7.519015, 4.090910, -11.539468], [-4.237838, 2.121135, -14.253970], [-3.846712, 3.810827, -14.454016], [-1.799851, 2.780703, -13.822271], [-2.264413, 3.626350, -12.361426], [-2.455345, 1.975219, -12.439537], [-8.658355, 6.955001, -15.637871], [-8.674755, 5.597009, -16.304038], [-8.866527, 4.381015, -15.496510], [-8.862423, 3.264915, -16.405028], [-7.686026, 3.126437, -17.302305], [-10.197361, 4.356463, -14.773809], [-10.442075, 3.103206, -13.956257], [-7.859342, 7.029522, -14.900219], [-9.523215, 7.224298, -15.031578], [-8.461069, 7.735693, -16.372517], [-9.455418, 5.637131, -17.063679], [-7.798078, 5.541063, -16.949324], [-8.895839, 2.343346, -15.823910], [-9.709478, 3.306954, -17.089741], [-7.696714, 3.805311, -18.155019], [-6.756806, 3.300563, -16.759784], [-7.710736, 2.139525, -17.764353], [-11.018403, 4.577279, -15.455891], [-10.073794, 5.170240, -14.059247], [-9.526704, 2.711611, -13.512573], [-11.048996, 2.313514, -14.399132], [-11.010181, 3.259986, -13.039320], [-15.093195, -0.025565, -15.128501], [-16.332438, -0.862070, -14.843371], [-17.346604, -0.830704, -15.935097], [-18.196454, -2.052436, -15.758299], [-17.474359, -3.362159, -16.041996], [-18.158536, 0.383799, -15.869584], [-19.079253, 0.579884, -17.066609], [-14.404658, -0.521690, -15.812514], [-14.444372, -0.134626, -14.259455], [-15.279844, 0.973061, -15.523488], [-16.043576, -1.855423, -14.500000], [-16.854019, -0.505569, -13.955130], [-18.513649, -2.135572, -14.718798], [-19.136250, -1.960200, -16.302701], [-17.987394, -4.316867, -15.926170], [-16.999421, -3.357631, -17.023078], [-16.624900, -3.495495, -15.372113], [-17.469769, 1.224322, -15.784579], [-18.646492, 0.477211, -14.899397], [-18.592325, 0.862575, -17.999931], [-19.644033, 1.504978, -16.951136], [-19.822622, -0.128812, -17.431621]],
  "forces_ev_per_a": [[0.425, 0.535, 0.407], [-0.193, 0.236, -0.431], [-1.746, -0.418, -0.408], [1.451, 0.001, -0.304], [-0.334, -0.366, 0.246], [0.126, -1.203, 0.959], [0.670, 1.712, -0.426], [0.106, 0.095, 0.103], [-0.091, -0.235, -0.198], [-0.145, -0.301, -0.073], [0.340, 0.030, 0.297], [0.434, -0.496, -0.092], [0.141, -0.253, -0.533], [-0.155, 0.426, 0.069], [0.097, 0.451, -0.152], [-0.134, -0.250, 0.137], [-0.494, 0.058, -0.008], [0.528, -0.159, -0.142], [-0.604, 0.146, 0.301], [-0.002, -0.261, -0.061], [-0.502, 0.459, 0.053], [0.024, -0.299, 0.247], [-1.202, -0.879, 0.907], [1.094, 0.341, -0.685], [-1.594, 2.821, 0.727], [0.726, -0.756, -2.873], [-0.421, 0.570, 1.310], [0.461, -1.149, -1.524], [-0.388, 0.048, 0.094], [0.645, 0.016, 0.120], [0.063, -0.186, -0.205], [0.025, 0.216, 0.166], [-0.314, 0.320, -0.307], [0.641, -0.341, 0.438], [-0.208, 0.445, 0.130], [0.110, 0.017, 0.549], [0.379, -0.235, 0.417], [-0.022, -1.143, -0.200], [-0.443, -0.411, -0.067], [0.433, 0.071, 0.497], [-0.124, 0.165, 0.441], [0.385, -0.093, 0.243], [-0.172, -0.017, -0.125], [-0.079, 0.212, -0.108], [-1.496, 0.515, -0.300], [0.878, 0.218, -0.625], [0.537, -1.903, -0.567], [0.368, 0.250, -0.707], [-0.811, 0.560, -0.065], [-1.172, -1.524, -0.624], [2.078, 0.809, 0.030], [-0.227, -0.280, 0.431], [0.891, 0.158, 0.476], [-0.240, 0.004, -0.022], [-0.908, 0.416, 0.139], [1.122, 0.198, 0.131], [-0.177, -0.080, 0.774], [0.324, 0.129, 0.692], [-0.190, 0.024, -0.114], [-0.058, 0.075, 0.129], [-0.002, 0.022, -0.155], [-0.136, -0.435, 0.566], [-0.009, 0.308, -0.128], [-0.777, 0.329, -0.579], [-0.207, 0.186, 0.748], [0.106, 0.089, -0.235], [-0.150, -1.187, -0.260], [-0.167, 0.342, 0.782], [-0.277, -1.905, -0.973], [0.540, 2.124, -1.114], [-0.756, -0.236, 0.355], [0.596, -0.498, -1.975], [-0.385, -0.999, 0.768], [-0.064, -0.727, 0.229], [0.340, 0.996, 0.275], [0.830, 0.293, -0.264], [-0.967, -0.436, -0.018], [0.157, 0.944, 0.381], [0.425, 0.060, 0.534], [-0.745, 0.259, 0.817], [0.300, -0.201, -0.179], [0.036, 0.049, 0.084], [0.135, -0.202, 0.112], [0.471, 0.073, 0.747], [0.118, 0.207, 0.174], [-0.451, 0.787, 0.034], [0.046, -0.250, 0.390], [-0.070, 0.379, -0.788], [-0.330, -0.748, 0.124], [1.904, 0.083, 0.159], [-0.216, 0.260, 0.135], [-0.190, 0.225, -1.648], [0.089, -0.403, -1.013], [1.632, 0.584, -0.653], [-0.832, 1.012, 0.105], [0.239, -0.127, -0.324], [-0.295, 0.178, 0.261], [0.095, 0.056, 0.433], [-0.099, -0.150, 0.220], [-0.249, 0.300, -0.714], [0.059, -0.391, 0.724], [-0.146, 0.269, 0.791], [-0.226, -0.342, -0.228], [-0.118, 0.218, 0.264], [-0.456, 0.036, 0.530], [-0.487, -0.870, 0.227], [-0.589, -0.385, 0.455], [-0.068, -0.086, -0.042], [0.205, 0.400, -0.153], [0.100, -0.120, 0.255], [0.138, 0.153, 0.917], [0.385, -0.985, -0.522], [-0.116, -0.050, -0.599], [0.441, 0.313, -0.167], [-0.364, -0.541, 0.312], [0.398, -1.657, -0.313], [-1.112, 1.000, 0.346], [0.491, -0.211, -0.295], [0.100, 0.449, -0.128], [-0.941, 0.213, -0.155], [-0.117, 0.341, -0.049], [0.068, 0.058, 0.014], [0.317, 0.152, 0.098], [-0.097, -0.142, 0.494], [0.298, -0.490, -0.063], [0.211, 0.624, 0.299], [-0.098, 0.051, 0.221], [-0.077, 0.050, 0.046], [0.023, 0.160, -0.430], [0.027, 0.256, 0.252], [-0.228, 0.487, -0.371], [0.348, -0.041, 0.151], [0.471, 0.830, 0.968], [-0.768, -0.900, -0.814], [1.496, 0.473, -1.207], [0.851, 0.140, 2.303], [-0.249, -0.084, -0.030], [-1.064, -1.881, 0.610], [0.680, 0.321, 0.277], [0.262, 0.076, -0.449], [0.104, -0.341, 0.228], [-0.272, -0.548, -0.145], [-0.151, 0.793, 1.041], [-0.737, 0.088, -0.312], [-0.160, -0.275, -0.799], [-0.749, -0.128, -0.671], [-0.020, -0.047, 0.169], [0.167, 0.093, -0.174], [0.445, -0.224, 0.215], [-0.458, -0.154, -0.630], [0.045, 0.758, 0.092], [1.002, 0.310, 0.433], [-0.652, -0.360, -0.261], [-0.224, 1.064, -0.838], [0.946, 0.641, -0.648], [-0.794, -0.080, 0.575], [-0.400, 0.654, 0.289], [1.047, -1.219, 0.348], [1.015, 0.071, -0.881], [0.164, 0.238, 0.728], [0.115, -0.434, 0.536], [-0.289, -0.209, -0.287], [-0.039, -0.054, -0.083], [0.191, 0.344, 0.312], [-0.104, 0.114, 0.063], [0.283, -0.188, -0.480], [-0.498, -0.139, -0.071], [-0.031, 0.295, 0.188], [-0.084, -0.094, 0.240], [-0.047, -0.011, 0.290], [-0.081, -0.036, -0.163], [0.060, -0.361, -0.260], [-0.416, 0.180, 0.017], [-0.137, 0.046, -0.204], [-0.439, 0.615, -0.324], [-0.397, -0.442, -0.213], [0.537, 0.095, 1.175], [-0.813, 0.318, -0.394], [-0.611, 0.216, 0.060], [-0.074, -0.790, -0.051], [0.997, 0.202, -0.761], [1.651, 0.837, 0.299], [-0.275, -0.599, 0.871], [0.393, -0.143, -0.055], [-0.432, -0.152, -0.452], [-0.212, -0.059, -0.058], [-0.691, -0.050, -0.287], [0.375, -0.367, 0.590], [-0.390, -0.005, 0.103], [-0.793, -0.122, 0.068], [-0.044, 0.223, 0.072], [0.193, -0.272, -0.027], [0.225, -0.077, 0.286], [-0.170, 0.043, -0.177], [-0.513, 0.228, -0.067], [0.325, -0.248, -0.549], [0.528, -0.104, -0.630], [-0.282, 0.858, -0.001], [0.632, -1.225, -0.035], [-0.643, 0.965, -0.286], [0.083, -1.954, 0.335], [-0.051, 0.060, 0.325], [1.259, -0.095, -0.486], [0.569, -0.350, -0.175], [-0.421, 1.460, -0.948], [-0.495, -0.180, -0.815], [-0.218, 1.095, 0.579], [0.098, 0.034, 0.553], [0.021, -0.155, -0.781], [-0.004, 0.554, 0.467], [-0.191, 0.312, 0.538], [0.271, 0.046, -0.381], [-0.758, 0.411, -0.075], [-0.238, 0.040, -0.269], [0.042, 0.200, 0.201], [0.138, 0.130, -0.574], [-0.818, -0.414, 0.219], [0.934, -0.410, 0.101], [-0.312, 0.062, 0.629], [0.183, -0.621, 0.886]]
}